[1]
C16H21BrN2O5S2 | ωB97M-V/def2-TZVPD

Values from the calculation:
Highest occupied orbital energy (eV): -8.976
M (g mol⁻¹): 465.39
Kohn-Sham gap (hartree): 0.342
Calculated total energy (eV): -121863.030
SMILES: CSCC[C@H](NS(=O)(=O)c1ccc(Br)cc1)C(=O)OCC(=O)NC1CC1

```
! RIJCOSX wB97M-V def2-TZVPD def2/J DEFGRID3
* xyz 0 1
C 4.5462 -3.8102 1.0622
H 3.6115 -4.3062 1.3076
H 4.5530 -2.7913 1.4371
H 5.3800 -4.3622 1.4825
S 4.7781 -3.8188 -0.7376
C 3.2284 -3.0169 -1.2627
C 3.2615 -1.5137 -1.0307
H 3.3015 -1.2898 0.0370
C 2.0242 -0.8141 -1.6115
N 2.1043 0.6111 -1.3698
S 0.6813 1.4672 -1.5896
O 1.0425 2.7323 -2.1515
O -0.2393 0.6338 -2.3237
C 0.0564 1.7299 0.0577
C 0.9032 2.3010 0.9871
C 0.4498 2.5160 2.2760
C -0.8493 2.1521 2.5989
C -1.7026 1.5876 1.6640
C -1.2401 1.3772 0.3767
H -1.8735 0.9303 -0.3722
H -2.7086 1.3107 1.9387
Br -1.4715 2.4380 4.3637
H 1.0928 2.9552 3.0232
H 1.9060 2.5667 0.6954
H 2.8792 1.0649 -1.8295
C 0.7855 -1.3014 -0.8765
O 0.4760 -0.9141 0.2216
O 0.1371 -2.2325 -1.5617
C -0.9891 -2.8480 -0.9400
H -0.9304 -3.9156 -1.1655
H -0.9356 -2.7017 0.1451
C -2.3640 -2.3433 -1.4094
O -3.3640 -2.9371 -1.0605
N -2.3476 -1.2532 -2.1818
C -3.5432 -0.6545 -2.6838
C -3.5557 0.8189 -2.9478
C -3.5669 -0.1501 -4.0949
H -4.4730 -0.2724 -4.6670
H -2.6615 -0.2421 -4.6742
H -4.4535 1.3749 -2.7260
H -2.6389 1.3631 -2.7752
H -4.4216 -1.1402 -2.2787
H -1.4820 -0.7696 -2.3962
H 1.9121 -1.0540 -2.6783
H 4.1544 -1.0976 -1.5024
H 3.1342 -3.2411 -2.3249
H 2.4090 -3.4937 -0.7256
*
```

[2]
C16H21Cl2N2O5PPtS | ωB97M-V/def2-TZVPD

Values from the calculation:
Highest occupied orbital energy (eV): -13.412
M (g mol⁻¹): 650.38
Kohn-Sham gap (hartree): 0.271
Calculated total energy (eV): -78552.406

```
! RIJCOSX wB97M-V def2-TZVPD def2/J DEFGRID3
* xyz 2 1
Pt -0.8855 0.0961 0.7626
Cl 5.6321 0.7388 3.6374
C 4.1762 0.2726 2.8408
C 4.1198 0.2711 1.4548
C 2.9439 -0.1019 0.8308
Cl 2.8674 -0.0469 -0.9134
C 1.8017 -0.5142 1.5287
O 0.7548 -0.9792 0.8510
C 1.8830 -0.4754 2.9353
C 0.7390 -0.7869 3.8205
O -0.4164 -0.8757 3.4751
C 3.0638 -0.1008 3.5715
H 4.9908 0.5394 0.8717
H 1.0127 -0.9145 4.8829
H 3.1112 -0.1015 4.6537
N -2.1901 3.8908 0.0920
C -0.9113 4.1669 0.8313
P 0.2912 2.9806 0.0900
O -0.0725 2.9249 -1.3523
O 0.3101 1.7557 0.9810
C 2.0039 3.6472 0.1622
N 2.6430 3.1742 -1.1120
H -1.9845 3.9142 -0.9156
H -2.9199 4.5662 0.3196
H -2.5354 2.9265 0.2870
H -1.0705 3.9993 1.8937
H -0.6374 5.2056 0.6539
H 2.5565 3.2512 1.0112
H 2.0258 4.7356 0.1772
H 3.4880 3.6970 -1.3435
H 1.9511 3.2625 -1.8724
H 2.8738 2.1634 -1.0545
C -4.9116 -0.3696 0.2000
S -3.3507 0.0771 -0.5261
O -2.7331 1.1098 0.4875
C -2.3023 -1.3219 -0.1438
C -1.7721 -2.0790 -1.2217
C -1.0793 -3.2183 -0.9323
C -0.9184 -3.6472 0.4042
C -1.4497 -2.9395 1.4456
C -2.1647 -1.7455 1.2019
H -4.7801 -0.6142 1.2513
H -5.2912 -1.2249 -0.3619
H -5.5866 0.4755 0.0742
H -1.9112 -1.7430 -2.2409
H -0.6550 -3.8041 -1.7362
H -0.3790 -4.5639 0.6004
H -1.3430 -3.2794 2.4654
H -2.7294 -1.2953 2.0088
*
```

- Which value of highest occupied orbital energy does entry 1 give?
  -8.976 eV